Here is the molecule C21H23FN4O2 at a distorted geometry from the Open Molecules 2025 dataset. Energies are from ωB97M-V with the def2-TZVPD basis set.

Geometry as XYZ:
```
51
Properties=species:S:1:pos:R:3:mulliken_charge:R:1
F -1.580 -1.655 0.304 -0.143
C -2.591 -1.627 1.333 0.533
C -3.802 -1.177 1.085 -0.273
C -4.707 -0.969 2.028 -0.740
C -4.491 -1.361 3.155 -0.809
C -3.022 -1.869 3.481 -0.939
C -2.015 -1.867 2.510 0.794
C -0.776 -2.689 2.601 -0.827
C 0.277 -1.642 2.254 0.458
N 1.385 -1.817 1.816 -0.575
O 2.180 -0.778 1.656 -0.077
C 1.235 0.179 2.006 0.961
C 1.515 1.674 2.051 -1.662
N 1.004 2.206 0.596 -0.089
C -0.242 2.230 0.460 -0.170
C -0.770 3.074 -0.791 -1.126
C 0.181 2.376 -1.958 0.549
O -0.548 1.224 -2.289 -0.390
C 0.101 0.214 -3.356 -0.907
C 1.341 -0.403 -3.020 0.812
C 1.159 -1.309 -1.878 -1.012
C 2.275 -2.256 -1.618 -0.730
C 3.337 -2.042 -2.497 -0.080
N 3.498 -1.247 -3.390 -0.533
C 2.376 -0.371 -3.793 -0.451
C 1.543 2.373 -1.790 -2.958
C 2.072 1.681 -0.352 -0.129
N -0.080 -0.158 2.492 -0.360
H -3.977 -0.759 -0.022 0.194
H -5.469 -0.550 1.783 0.820
H -5.049 -1.515 4.038 0.420
H -2.920 -2.223 4.583 0.174
H -0.744 -2.894 3.838 0.285
H -0.628 -3.406 2.145 0.598
H 2.516 2.060 2.095 0.421
H 0.956 2.217 2.646 0.625
H -0.621 2.609 1.363 0.415
H -0.596 1.159 0.230 0.025
H -0.389 4.058 -0.671 0.482
H -1.825 2.692 -0.968 0.398
H -0.105 3.103 -2.762 0.190
H -0.713 -0.283 -3.736 0.387
H 0.529 1.037 -4.185 0.243
H 0.408 -1.319 -1.192 1.133
H 2.116 -2.884 -0.853 0.655
H 4.385 -2.757 -2.078 0.108
H 2.548 0.234 -4.638 0.458
H 1.802 3.190 -1.738 1.349
H 2.104 1.902 -2.438 0.925
H 3.010 1.693 -0.091 0.733
H 1.805 0.645 -0.445 -0.165
```

Properties
largest force on an atom = 18.7 eV Å⁻¹
E_tot = -1282.71446 Eh
gap between HOMO and LUMO = 8.1 eV
E_HOMO = -7.64 eV
SMILES = Fc1ccccc1Cc1noc(CN2CCC(OCc3cccnc3)CC2)n1

Here is a structure of composition C21H23N3O3S at a distorted geometry from the Open Molecules 2025 dataset. Energies are from ωB97M-V with the def2-TZVPD basis set.

Geometry as XYZ:
```
51
Properties=species:S:1:pos:R:3:mulliken_charge:R:1
C -0.554 3.440 4.093 -1.092
N -1.386 3.016 2.948 0.097
C -2.518 3.537 2.552 0.309
C -2.884 2.823 1.245 0.033
C -2.081 1.773 0.867 -0.614
C -0.914 1.879 1.964 0.019
C 0.344 1.070 2.130 0.729
O 0.886 0.950 3.160 -0.575
O 0.212 -0.025 1.246 -0.225
C 1.294 -0.817 1.303 -0.419
C 0.953 -2.317 2.011 0.707
C -0.475 -2.742 1.873 -0.750
C -0.939 -3.785 2.164 -0.167
C 0.236 -4.659 2.879 -0.275
N 1.377 -4.377 2.751 -0.533
C 1.946 -3.081 2.296 -0.700
H 2.863 -2.745 2.230 0.695
H 0.066 -5.600 3.118 0.513
H -1.931 -4.152 2.477 0.355
H -1.095 -1.866 1.530 0.159
H 2.076 -0.539 1.927 0.514
C 2.120 -1.151 -0.029 0.427
O 3.070 -1.639 -0.119 -0.436
N 1.270 -0.736 -1.035 0.244
H 0.038 -0.524 -0.722 0.168
C 1.358 -0.869 -2.422 -0.343
C 0.327 -1.694 -3.332 -0.784
C 0.688 -2.016 -4.496 -0.456
C 0.938 -0.571 -5.387 -0.877
C 1.882 0.362 -4.646 -0.771
C 1.469 0.383 -3.066 -0.540
H 0.448 0.888 -3.123 0.204
H 2.265 1.073 -2.612 0.266
H 2.805 -0.155 -4.850 0.368
H 1.908 1.269 -5.192 0.450
H -0.128 -0.138 -5.097 0.243
H 0.921 -0.800 -6.390 0.505
H 1.892 -2.336 -4.682 0.246
H -0.019 -2.587 -5.108 0.364
H 0.475 -2.847 -2.610 0.126
H -0.541 -1.132 -3.091 0.475
H 2.667 -1.411 -2.475 0.258
H -1.849 0.995 0.171 0.483
S -4.239 3.514 0.439 -0.187
C -4.285 4.518 1.843 -0.187
C -3.376 4.692 2.751 -0.787
H -3.165 5.346 3.526 0.464
H -5.146 5.560 1.783 0.199
H 0.166 2.629 4.322 0.348
H -0.124 4.286 3.915 0.381
H -1.312 3.309 4.969 0.371
```

Properties
largest force on an atom = 19.1 eV Å⁻¹
E_tot = -1601.58269 Eh
gap between HOMO and LUMO = 7.7 eV
E_HOMO = -7.86 eV

Here is the molecule C21H23N3O4 at a distorted geometry from the Open Molecules 2025 dataset. Energies are from ωB97M-V with the def2-TZVPD basis set.

Geometry as XYZ:
```
51
Properties=species:S:1:pos:R:3:mulliken_charge:R:1
C -3.392 5.150 0.133 -1.209
C -4.270 4.319 1.062 -0.684
C -3.818 2.852 1.167 0.943
C -5.025 1.912 1.167 -1.832
C -2.967 2.605 2.442 -0.279
N -2.434 1.261 2.502 -0.287
C -1.411 0.928 1.651 0.907
C -1.170 -0.374 1.221 -1.303
C -0.096 -0.657 0.399 -0.857
C 0.766 0.355 -0.013 0.491
C 1.955 0.120 -0.876 0.401
O 2.953 0.814 -0.813 -0.669
N 1.829 -0.894 -1.767 -0.130
C 2.935 -1.348 -2.585 -1.227
C 3.449 -2.678 -2.097 0.519
C 4.077 -2.748 -0.861 -0.434
C 4.535 -3.952 -0.335 -1.037
C 4.338 -5.080 -1.095 1.027
C 3.705 -5.018 -2.337 0.895
C 3.248 -3.833 -2.857 -1.188
O 3.637 -6.277 -2.876 -0.489
C 4.256 -7.132 -1.939 -0.228
O 4.683 -6.378 -0.825 -0.482
C 0.556 1.654 0.452 -0.924
C -0.515 1.942 1.270 0.677
N -0.716 3.219 1.794 0.000
C -1.808 3.599 2.501 -0.245
O -1.866 4.654 3.091 -0.644
H -3.363 4.713 -0.863 0.352
H -2.377 5.217 0.513 0.260
H -3.787 6.160 0.053 0.396
H -5.295 4.347 0.686 0.416
H -4.271 4.774 2.053 0.277
H -3.192 2.608 0.300 0.229
H -5.620 2.072 0.271 0.469
H -4.716 0.869 1.175 0.409
H -5.653 2.099 2.035 0.357
H -3.593 2.771 3.324 0.477
H -3.105 0.534 2.699 0.343
H -1.829 -1.166 1.547 0.355
H 0.078 -1.683 0.109 0.406
H 0.997 -1.461 -1.761 0.232
H 2.612 -1.418 -3.627 0.420
H 3.708 -0.580 -2.495 0.377
H 4.215 -1.839 -0.296 0.494
H 5.024 -4.003 0.623 0.435
H 2.762 -3.800 -3.818 0.379
H 3.537 -7.900 -1.610 0.242
H 5.123 -7.625 -2.406 0.242
H 1.256 2.424 0.167 0.466
H 0.055 3.873 1.745 0.256
```

Properties
largest force on an atom = 1.3 eV Å⁻¹
E_tot = -1279.30859 Eh
gap between HOMO and LUMO = 8.6 eV
E_HOMO = -7.98 eV
SMILES = CC[C@H](C)[C@H]1Nc2ccc(C(=O)NCc3ccc4c(c3)OCO4)cc2NC1=O

Here is the molecule C21H23N3O4 at a distorted geometry from the Open Molecules 2025 dataset. Energies are from ωB97M-V with the def2-TZVPD basis set.

Geometry as XYZ:
```
51
Properties=species:S:1:pos:R:3:mulliken_charge:R:1
C 4.211 1.755 -0.648 -1.427
C 3.125 2.147 -1.641 -0.136
C 2.399 3.399 -1.177 0.876
O 2.608 3.910 -0.095 -0.680
N 1.515 3.951 -2.052 0.076
C 1.034 3.375 -3.286 -0.766
C -0.515 3.330 -3.228 -1.070
N -0.984 3.270 -1.866 -0.029
C -0.994 2.063 -1.179 0.703
C -0.518 0.870 -1.731 -0.241
C -0.578 -0.315 -1.025 -1.228
C -1.116 -0.363 0.256 0.767
N -1.131 -1.594 0.920 -0.166
C -1.583 -1.888 2.171 0.708
O -2.061 -1.079 2.942 -0.660
C -1.416 -3.326 2.547 0.211
C -1.218 -3.608 3.894 -0.747
C -1.054 -4.907 4.360 -0.874
C -1.112 -5.914 3.427 0.976
C -1.334 -5.642 2.075 0.794
C -1.488 -4.363 1.605 -1.169
O -1.364 -6.819 1.374 -0.481
C -1.155 -7.841 2.325 -0.225
O -0.994 -7.264 3.604 -0.466
C -1.624 0.812 0.805 -0.772
C -1.568 1.991 0.096 -0.530
C -0.683 4.499 -1.154 -0.880
C 0.688 5.053 -1.604 -0.957
H 4.705 0.840 -0.966 0.419
H 3.776 1.601 0.336 0.304
H 4.950 2.547 -0.567 0.340
H 2.394 1.336 -1.719 0.120
H 3.562 2.322 -2.627 0.371
H 1.359 3.994 -4.133 0.282
H 1.442 2.376 -3.417 0.482
H -0.904 2.484 -3.795 0.459
H -0.931 4.242 -3.667 0.419
H -0.092 0.845 -2.721 0.350
H -0.191 -1.218 -1.479 0.293
H -0.702 -2.349 0.403 0.141
H -1.193 -2.780 4.584 0.441
H -0.892 -5.121 5.403 0.434
H -1.696 -4.191 0.561 0.494
H -0.250 -8.411 2.061 0.250
H -2.022 -8.520 2.334 0.238
H -2.066 0.790 1.786 0.534
H -2.001 2.874 0.540 0.514
H -0.647 4.296 -0.085 0.476
H -1.469 5.240 -1.348 0.299
H 0.582 5.763 -2.429 0.326
H 1.195 5.541 -0.772 0.408
```

Properties
largest force on an atom = 1.3 eV Å⁻¹
E_tot = -1279.27594 Eh
gap between HOMO and LUMO = 8.0 eV
E_HOMO = -7.40 eV
SMILES = CCC(=O)N1CCN(c2ccc(NC(=O)c3ccc4c(c3)OCO4)cc2)CC1